(1)
{"formula": "C20H41N2P3STl", "method": "ωB97M-V with the def2-TZVPD basis set", "homo_energy_ev": [-16.40, -16.36], "homo_lumo_gap_ev": [5.7, 4.1], "total_charge": 3, "de_lowest_kcal_mol": 14.8, "lumo_energy_ev": [-10.70, -12.28], "elements": ["Tl", "P", "P", "P", "H", "C", "C", "H", "C", "C", "C", "C", "C", "C", "C", "C", "C", "H", "H", "H", "H", "H", "H", "H", "H", "H", "H", "H", "H", "H", "H", "H", "H", "H", "H", "H", "H", "H", "H", "H", "H", "H", "H", "H", "H", "H", "C", "C", "C", "C", "C", "C", "S", "H", "H", "H", "H", "H", "H", "N", "C", "C", "N", "C", "H", "H", "H", "H"], "xyz": [[2.397408, 0.950815, -2.584720], [-1.204754, 0.470553, 2.966762], [2.588368, -0.267601, 1.198570], [-3.301409, 0.434212, -0.767257], [1.835535, -3.487681, -5.048714], [1.001586, -2.924946, -5.498865], [1.158687, -1.618917, -5.790774], [2.039123, -1.036359, -5.500051], [-1.738808, -1.091380, 3.811669], [-0.010152, 1.062851, 4.262317], [-2.625570, 1.567067, 3.477458], [4.204584, -0.504141, 0.400272], [3.138673, 0.859030, 2.538628], [2.449198, -1.817054, 2.111249], [-3.682185, 0.367065, -2.509583], [-3.328468, 2.121317, -0.122465], [-4.307633, -0.599753, 0.328206], [0.081792, -3.493023, -5.740224], [0.451793, -1.080976, -6.438188], [-2.053539, -0.889171, 4.846462], [-0.886768, -1.789355, 3.809874], [-2.573895, -1.529601, 3.243256], [-0.479435, 1.027822, 5.250840], [0.279382, 2.093497, 4.029883], [0.880125, 0.423500, 4.251236], [-2.754862, 1.538346, 4.566955], [-3.548512, 1.226126, 2.990100], [-2.404527, 2.596345, 3.164545], [5.015854, -0.329668, 1.103764], [4.339712, 0.183394, -0.435199], [4.266742, -1.525201, 0.035031], [3.406611, 0.300873, 3.444437], [2.347441, 1.569980, 2.805597], [4.007469, 1.448142, 2.218654], [3.401056, -2.117737, 2.534220], [2.114724, -2.569769, 1.403917], [1.705067, -1.715034, 2.896485], [-4.728705, 0.160511, -2.705131], [-3.063308, -0.434529, -2.904529], [-3.384746, 1.283035, -3.015667], [-4.304810, 2.639434, -0.244125], [-2.565591, 2.724244, -0.646973], [-3.089087, 2.154508, 0.960479], [-5.380263, -0.494544, 0.095370], [-4.106932, -0.359628, 1.392929], [-3.961129, -1.625252, 0.104133], [0.476733, -1.709298, -2.895212], [-0.298338, -2.788910, -2.369888], [0.331897, -3.861316, -1.753242], [1.733782, -3.920222, -1.644199], [2.511949, -2.867432, -2.153869], [1.898535, -1.861530, -2.894317], [-0.365181, -0.378493, -3.538747], [-2.052503, -0.272239, -0.651716], [-1.361268, -2.817481, -2.641008], [-0.269620, -4.693333, -1.370680], [2.210425, -4.736961, -1.126172], [3.601534, -2.898139, -2.065417], [2.499307, -1.353858, -3.636080], [0.392045, 4.775187, 1.060812], [0.975945, 5.083288, -0.165812], [1.002407, 3.889902, -0.864087], [0.476262, 2.887324, -0.076659], [0.103472, 3.440711, 1.073319], [0.214311, 5.434852, 1.803873], [1.312087, 6.059923, -0.439713], [1.354879, 3.709463, -1.872937], [-0.374506, 2.977216, 1.930917]], "atomic_forces_ev_per_a": [[-0.383, 0.505, -0.048], [-0.263, -0.028, 1.305], [2.494, -0.096, 2.519], [0.093, -0.126, 1.167], [-0.649, 0.234, 0.026], [0.312, 0.587, -0.629], [-0.466, -0.868, -0.733], [-0.113, -0.387, -0.367], [0.117, 0.089, -0.446], [-0.042, -0.103, -0.544], [0.290, -0.159, -0.450], [-0.346, -0.110, -1.440], [-0.792, 1.350, -0.112], [-1.498, -0.318, -0.647], [0.031, -0.267, -0.050], [0.563, 0.742, 0.213], [-0.052, -0.305, -0.481], [0.773, 0.465, -0.094], [0.129, -0.225, 0.507], [0.097, -0.092, -0.338], [-0.416, 0.079, 0.059], [0.292, -0.039, 0.312], [0.127, 0.012, -0.147], [0.081, -0.137, 0.196], [-0.140, 0.183, 0.162], [0.007, -0.008, -0.278], [0.129, 0.202, 0.214], [-0.228, -0.153, 0.140], [-0.185, 0.083, 0.328], [0.220, -0.015, 0.002], [0.038, -0.071, -0.184], [-0.157, -0.222, -0.344], [0.207, -0.114, 0.059], [-0.293, -0.160, -0.101], [0.383, 0.252, -0.028], [-0.060, -0.412, 0.100], [-0.064, -0.070, 0.082], [-0.185, 0.045, 0.038], [-0.168, -0.130, -0.205], [-0.029, 0.143, 0.111], [0.400, -0.697, -0.189], [-0.279, -0.236, 0.177], [-0.071, -0.290, -0.685], [0.404, -0.089, 0.216], [-0.074, -0.075, -0.731], [-0.491, 0.269, 0.316], [-0.129, -1.143, 0.475], [0.468, 0.198, -0.454], [0.039, -0.465, 0.033], [-0.569, 1.004, 0.489], [-0.160, -0.234, -0.403], [-0.305, -0.287, 0.861], [0.715, 0.251, -0.007], [-0.388, 1.106, 0.012], [0.363, 0.110, 0.601], [0.265, 0.294, -0.246], [0.009, -0.194, -0.046], [-0.340, -0.158, -0.318], [0.100, 0.376, 0.225], [0.386, -0.150, -0.960], [-0.455, -1.273, 0.293], [-0.186, 0.679, 1.188], [-0.280, -0.508, 0.331], [0.602, 0.765, -0.890], [0.010, -0.022, -0.055], [-0.011, 0.324, 0.074], [-0.074, 0.160, 0.196], [0.194, -0.071, -0.377]]}



(2)
{"formula": "C3H4O2S", "method": "ωB97M-V with the def2-TZVPD basis set", "homo_energy_ev": -8.86, "smiles": "O=C=C1CO1.S", "homo_lumo_gap_ev": 9.1, "total_charge": 0, "de_lowest_kcal_mol": 88.5, "lumo_energy_ev": 0.27, "elements": ["C", "C", "C", "O", "O", "S", "H", "H", "H", "H"], "xyz": [[2.915162, -0.360050, 0.323657], [0.465370, -0.308752, -0.604966], [1.676576, -0.036453, 0.168001], [4.078078, -0.321966, 0.415553], [0.458314, -0.250803, 0.788000], [-2.875256, 1.116530, 0.315628], [-2.933255, -0.166849, -0.027358], [0.005386, 0.519825, -1.131164], [0.318316, -1.287972, -1.050876], [-4.108691, 1.096489, 0.803526]], "atomic_forces_ev_per_a": [[1.454, 0.285, 0.248], [0.494, 0.072, -1.066], [-1.421, 0.041, -0.793], [-0.145, -0.348, 0.028], [-0.317, -0.102, 1.368], [0.316, 0.241, -0.045], [-0.008, -0.251, -0.046], [-0.067, 0.094, 0.077], [0.009, -0.040, 0.129], [-0.315, 0.008, 0.099]]}



(3)
{"formula": "C19H15KNOS", "method": "ωB97M-V with the def2-TZVPD basis set", "homo_energy_ev": -11.97, "homo_lumo_gap_ev": 9.5, "total_charge": 1, "lumo_energy_ev": -2.51, "elements": ["K", "N", "C", "C", "C", "C", "C", "C", "C", "H", "H", "H", "H", "H", "O", "S", "C", "C", "C", "C", "C", "C", "C", "C", "C", "C", "C", "C", "H", "H", "H", "H", "H", "H", "H", "H", "H", "H"], "xyz": [[1.375034, -1.145122, 0.566432], [0.814785, -1.107667, 3.160652], [0.596008, -1.105330, 4.288891], [0.279363, -1.081458, 5.704198], [-0.695472, -0.169311, 6.105087], [-1.043376, -0.117599, 7.445208], [-0.420206, -0.967654, 8.349056], [0.551405, -1.869354, 7.935368], [0.911223, -1.933837, 6.598538], [-1.163996, 0.479958, 5.379073], [-1.796035, 0.580518, 7.784053], [-0.697871, -0.926074, 9.394148], [1.024514, -2.519707, 8.657700], [1.665510, -2.630365, 6.260498], [1.152006, -1.162770, -1.744595], [-0.190659, -0.679392, -2.281535], [-0.151600, -0.937347, -4.028091], [1.084734, -1.067606, -4.649712], [1.112116, -1.276205, -6.018532], [-0.078662, -1.345977, -6.734102], [-1.301489, -1.218221, -6.093770], [-1.348243, -1.019814, -4.720063], [-0.122741, 1.086011, -2.134791], [-1.325969, 1.763019, -1.993296], [-1.304769, 3.147485, -1.891226], [-0.093389, 3.823872, -1.919813], [1.103468, 3.129358, -2.049812], [1.097753, 1.747258, -2.163753], [1.993456, -1.029071, -4.065450], [2.053073, -1.390345, -6.539634], [-0.048585, -1.516156, -7.802221], [-2.216139, -1.286624, -6.666869], [-2.298401, -0.941073, -4.206523], [-2.265446, 1.225231, -1.955909], [-2.229226, 3.698835, -1.784654], [-0.079226, 4.902430, -1.835997], [2.039409, 3.671505, -2.073319], [2.017651, 1.188594, -2.275245]], "atomic_forces_ev_per_a": [[0.344, -0.078, 1.032], [-0.016, 0.003, 0.205], [-0.003, -0.136, 0.483], [-0.056, 0.243, -0.902], [-0.010, -0.055, 0.349], [0.045, -0.015, -0.130], [-0.032, 0.008, 0.115], [-0.013, 0.028, -0.063], [0.014, -0.054, 0.220], [-0.006, 0.000, -0.002], [-0.002, -0.001, -0.003], [0.014, -0.005, -0.003], [0.017, -0.015, -0.024], [-0.006, 0.006, -0.034], [-0.676, 0.183, -1.149], [0.270, -0.519, 0.445], [0.341, 0.145, -0.152], [-0.152, -0.019, -0.136], [-0.086, -0.005, -0.055], [0.075, -0.015, -0.023], [-0.033, 0.001, 0.012], [0.031, -0.011, -0.135], [-0.093, 0.128, -0.238], [0.073, 0.149, 0.037], [0.025, 0.005, -0.006], [-0.017, 0.020, 0.012], [0.012, -0.028, -0.011], [-0.079, 0.119, 0.014], [-0.004, 0.005, 0.030], [0.030, 0.007, 0.060], [-0.012, 0.016, 0.004], [-0.024, 0.001, 0.047], [0.010, 0.010, 0.031], [0.019, -0.041, -0.019], [-0.006, -0.024, 0.005], [-0.003, -0.004, -0.004], [0.009, -0.022, 0.002], [-0.001, -0.028, -0.014]]}